(1)
9
Properties=species:S:1:pos:R:3 method="wB97M-V/def2-TZVPD" homo_ev="-12.147 / -12.146" multiplicity=6 relative_energy_kj_mol=471.60 homo_lumo_gap_ev="5.93 / 6.07" charge=+1 total_energy_ha=-973.754244
O 0.339 -1.199 -0.897
C -0.978 -0.845 -1.661
C 0.493 -0.510 0.307
O -1.484 0.135 -1.041
C -0.360 0.699 0.160
F -0.022 -1.335 1.330
H 0.010 1.561 -0.406
H -0.946 0.919 1.059
Pm 2.948 0.575 1.150

---

(2)
11
Properties=species:S:1:pos:R:3 method="wB97M-V/def2-TZVPD" homo_ev=-11.473 relative_energy_kj_mol=16.19 homo_lumo_gap_ev=12.03 charge=0 total_energy_ha=-782.634383
C -0.679 0.371 0.188
O 2.431 -1.483 -0.802
O 0.277 -0.517 -0.387
O 2.335 0.927 0.198
O 2.120 -0.648 1.666
F 2.315 1.638 -0.997
P 1.709 -0.522 0.274
H -0.680 1.124 -0.539
H -0.219 0.596 1.228
H -1.649 -0.141 0.372
H 3.358 -1.705 -0.519